{"formula": "C30H48IrP2Te", "method": "ωB97M-V/def2-TZVPD", "symbols": ["Ir", "C", "C", "C", "C", "C", "C", "H", "H", "H", "C", "H", "H", "H", "C", "H", "H", "H", "C", "H", "H", "H", "C", "H", "H", "H", "C", "C", "C", "C", "C", "C", "C", "C", "H", "H", "H", "H", "H", "H", "H", "H", "H", "H", "H", "H", "P", "P", "C", "C", "H", "H", "H", "H", "C", "H", "H", "H", "C", "H", "H", "H", "C", "H", "H", "H", "C", "H", "H", "H", "Te", "C", "C", "C", "C", "C", "C", "H", "H", "H", "H", "H"], "coordinates": [[1.957, 2.982, -0.689], [-2.808, 1.194, 2.170], [-3.307, 1.468, 0.867], [-3.708, -0.750, 1.335], [-3.068, -0.168, 2.466], [-3.859, 0.265, 0.351], [-2.076, 2.126, 3.047], [-2.312, 3.168, 2.803], [-0.984, 2.003, 2.971], [-2.350, 1.955, 4.096], [-2.681, -0.856, 3.710], [-2.746, -0.162, 4.559], [-1.646, -1.236, 3.666], [-3.343, -1.708, 3.910], [-4.118, -2.164, 1.222], [-4.595, -2.516, 2.150], [-3.241, -2.811, 1.054], [-4.806, -2.315, 0.378], [-4.504, 0.095, -0.968], [-5.600, 0.015, -0.882], [-4.160, -0.825, -1.463], [-4.277, 0.944, -1.628], [-3.241, 2.767, 0.164], [-4.245, 3.202, 0.030], [-2.792, 2.671, -0.838], [-2.646, 3.490, 0.736], [3.879, 2.669, -0.655], [3.535, 4.095, -0.431], [3.723, 5.109, -1.538], [2.725, 4.913, -2.703], [1.632, 3.893, -2.406], [1.924, 2.463, -2.578], [3.297, 2.040, -3.081], [4.417, 2.237, -2.000], [4.762, 5.088, -1.885], [3.238, 4.663, -3.641], [3.560, 6.112, -1.117], [5.189, 2.928, -2.371], [4.303, 2.166, 0.217], [3.680, 4.420, 0.602], [4.912, 1.268, -1.843], [3.262, 0.968, -3.344], [1.084, 1.851, -2.938], [3.552, 2.575, -4.011], [2.229, 5.869, -2.900], [0.582, 4.179, -2.591], [2.536, -1.667, 1.115], [-0.013, -1.862, -1.236], [2.705, -1.340, -0.677], [1.738, -1.998, -1.713], [3.688, -1.829, -0.827], [2.823, -0.252, -0.849], [1.830, -1.531, -2.716], [2.031, -3.062, -1.841], [-0.948, -3.188, -2.015], [-2.017, -3.014, -1.832], [-0.678, -4.171, -1.609], [-0.763, -3.177, -3.099], [-0.754, -0.290, -1.715], [-0.665, -0.143, -2.801], [-0.290, 0.568, -1.208], [-1.820, -0.308, -1.446], [3.366, -0.145, 1.739], [2.748, 0.751, 1.914], [4.181, 0.069, 1.042], [3.809, -0.477, 2.683], [0.557, 2.789, 0.704], [-0.068, 1.891, 0.579], [-0.088, 3.674, 0.626], [1.015, 2.771, 1.705], [-0.064, -2.089, 1.286], [-0.443, -4.277, 1.532], [0.122, -5.203, 0.656], [-0.223, -6.558, 0.761], [-1.141, -6.988, 1.725], [-1.665, -6.055, 2.627], [-1.332, -4.694, 2.525], [0.818, -4.872, -0.115], [0.233, -7.274, 0.084], [-1.436, -8.041, 1.779], [-2.341, -6.387, 3.411], [-1.781, -3.963, 3.201]], "forces_ev_per_angstrom": [[-3.405, -2.081, 3.130], [-0.012, -0.031, -0.619], [-0.544, -1.475, -0.992], [1.358, 0.215, 3.023], [-0.887, -1.559, -1.643], [0.735, 2.737, 0.005], [-0.091, 0.419, 0.389], [0.133, -0.191, 0.097], [-0.260, -0.031, -0.006], [0.127, 0.086, -0.146], [-0.111, -0.169, 0.474], [0.097, -0.354, -0.056], [-0.083, 0.020, 0.208], [0.177, 0.132, 0.079], [-0.228, -0.482, -0.110], [0.076, 0.046, -0.356], [-0.189, -0.049, -0.004], [0.110, -0.072, 0.306], [-0.126, 0.053, -0.456], [0.291, 0.021, -0.050], [-0.152, 0.088, 0.017], [-0.160, -0.210, 0.133], [-0.191, 0.655, -0.320], [0.322, -0.023, -0.018], [-0.090, 0.113, 0.225], [-0.134, -0.109, -0.246], [3.024, 0.511, 0.524], [2.645, 0.816, 0.677], [-0.014, 0.627, 0.128], [-0.255, 0.574, -0.403], [-0.640, 0.677, -2.548], [-0.529, -0.433, -3.222], [0.442, -0.417, -0.024], [0.197, -0.596, -0.622], [-0.097, 0.011, -0.027], [-0.068, -0.074, 0.228], [0.123, -0.337, -0.048], [-0.220, -0.151, 0.202], [-0.053, 0.067, -0.177], [0.060, 0.202, -0.250], [0.016, 0.291, -0.160], [-0.048, 0.409, 0.049], [0.296, 0.227, 0.101], [-0.117, -0.177, 0.307], [0.121, -0.137, 0.022], [0.597, 0.046, 0.042], [0.990, -1.085, 0.251], [0.015, -0.596, 0.192], [-0.012, 0.124, -1.111], [0.625, 0.037, 0.278], [-0.212, 0.527, -0.212], [-0.186, -0.372, -0.084], [0.060, -0.097, 0.472], [-0.563, 0.464, 0.139], [-0.332, -0.103, -0.016], [0.240, -0.064, -0.062], [-0.020, 0.324, -0.107], [-0.014, 0.067, 0.260], [-0.142, 0.316, 0.184], [0.075, -0.214, 0.204], [0.036, -0.273, -0.052], [0.258, -0.032, 0.014], [-0.549, -0.062, 0.673], [0.207, -0.244, -0.283], [-0.153, 0.043, -0.024], [-0.067, 0.294, -0.046], [-1.795, -0.183, 1.844], [-0.013, 0.132, 0.145], [-0.071, -0.154, 0.182], [-0.183, 0.007, -0.104], [-1.161, -0.209, -0.043], [0.168, 0.101, -0.511], [0.098, -0.102, -0.057], [-0.089, 0.270, 0.060], [0.212, 0.443, 0.061], [0.204, 0.138, -0.284], [-0.091, 0.380, 0.099], [-0.020, -0.242, 0.240], [-0.106, 0.136, 0.067], [0.181, 0.455, 0.030], [0.075, 0.180, -0.163], [0.094, -0.290, -0.096]], "mulliken_spin": [2.10, 0.14, 0.10, 0.22, 0.13, 0.26, 0.00, 0.00, 0.04, 0.01, 0.01, 0.00, 0.00, 0.00, 0.02, 0.01, 0.02, 0.00, -0.01, 0.02, 0.00, 0.00, 0.02, 0.00, 0.00, 0.00, 0.22, 0.27, 0.05, 0.07, 0.19, 0.25, 0.05, 0.05, 0.01, 0.00, -0.01, 0.01, -0.02, 0.01, 0.00, -0.01, -0.03, 0.01, 0.01, 0.01, 0.13, -0.03, -0.02, 0.02, -0.01, 0.06, 0.00, 0.00, 0.00, 0.00, 0.00, 0.00, -0.03, 0.00, 0.08, -0.01, 0.04, 0.00, 0.00, 0.00, 0.33, 0.03, 0.04, 0.04, 0.09, 0.01, 0.00, 0.00, 0.00, 0.00, 0.00, 0.00, 0.00, 0.00, 0.00, 0.00], "total_charge": 2, "multiplicity": 6, "s2": 8.77, "homo_ev": [-10.24, -11.75], "relative_energy_kj_mol": 31.6, "e_lumo_ev": [-7.53, -6.91], "gap_ev": [2.7, 4.8]}